Below is C5H6O in the gas phase, with properties calculated with wB97M-V/def2-TZVPD.

Cartesian coordinates (Å):
O (-1.337, 2.079, 0.496)
C (-0.685, 1.138, 0.116)
C (-1.104, -0.131, -0.634)
C (-0.046, -0.817, 0.243)
C (1.292, -0.417, -0.230)
C (0.565, 0.557, 0.666)
H (-2.151, -0.387, -0.466)
H (-0.872, -0.163, -1.703)
H (-0.253, -1.636, 0.922)
H (1.452, -0.224, -1.288)
H (2.140, -0.875, 0.271)
H (1.000, 0.876, 1.607)

Atomic forces in eV per Å
O 0.30 -0.21 -0.31
C -0.12 0.26 0.11
C -0.14 -0.01 -0.09
C -0.03 -0.35 0.01
C 0.10 -0.05 -0.12
C 0.00 0.26 0.29
H 0.14 0.02 0.05
H -0.07 -0.03 0.16
H 0.10 0.08 -0.12
H -0.08 0.09 0.15
H -0.10 0.07 -0.07
H -0.10 -0.14 -0.04

The value obtained for the LUMO energy is 1.029 eV. The HOMO energy is -9.48 eV. As for the charge: 0. The relative energy (zero: lowest compared OMol25 entry of this formula, charge and spin) comes out at 32.0 kcal/mol. Its structure (SMILES) is O=C1C[C@H]2C[C@@H]12.